# 1
# C3HNO2

One molecule with the formula C3HNO2 in a non-equilibrium geometry (ωB97M-V with the def2-TZVPD basis set, OMol25).

The geometry in XYZ format:
```
7
Properties=species:S:1:pos:R:3
O 0.4618 -1.0760 1.7783
C -0.0600 -1.0552 0.7016
C 0.0654 0.1520 -0.2737
O 0.9909 -0.2083 -0.9625
C -0.4293 1.5268 -0.5245
N -0.6362 2.6153 -0.8678
H -0.3926 -1.9546 0.1487
```

Calculated values
SMILES string: N#CC(=O)C=O
HOMO level (eV): -10.93


# 2
# C3HNO2

One molecule with the formula C3HNO2 in a non-equilibrium geometry (ωB97M-V with the def2-TZVPD basis set, OMol25).

The geometry in XYZ format:
```
7
Properties=species:S:1:pos:R:3
C 0.9836 -0.3052 0.1725
C -0.2343 0.7233 -0.1903
C -1.2853 -0.2987 -0.1891
N 0.7911 -0.2414 1.3795
O -0.1784 1.9506 -0.0726
O -1.8507 -1.1859 -0.6454
H 1.7740 -0.6427 -0.4547
```

Calculated values
Multiplicity: 3
HOMO level (spin up / spin down) (eV): -7.99 / -11.33
⟨S²⟩: 2.02


# 3
# C3HNO3S

A 2-piece molecular cluster, C3HNO3S overall in a non-equilibrium geometry (ωB97M-V with the def2-TZVPD basis set, OMol25).

The geometry in XYZ format:
```
9
Properties=species:S:1:pos:R:3
C -0.7979 0.4087 -0.3854
C -0.0147 -0.2538 -1.2771
C 1.0387 -0.2790 1.0519
N -0.0962 0.4144 0.9179
O -1.8532 1.0805 -0.4281
O -0.8723 -0.8878 -3.1308
O 1.7285 -0.3815 2.0768
S 1.3706 -1.0141 -0.5240
H -0.5034 0.9127 1.6988
```

Calculated values
Charge: -2
HOMO level (spin up / spin down) (eV): 1.58 / 1.61


# 4
# C3HNO3S

One molecule with the formula C3HNO3S in a non-equilibrium geometry (ωB97M-V with the def2-TZVPD basis set, OMol25).

The geometry in XYZ format:
```
9
Properties=species:S:1:pos:R:3
C 1.0476 -0.1865 -0.2813
C -1.3330 0.0036 0.4735
C -0.1579 -1.0352 0.3427
H 0.6795 2.0524 -1.0227
N 0.5577 1.0736 -0.5102
O -0.7206 1.1965 0.1529
O -2.4935 -0.1770 0.5867
O -0.1530 -2.1497 0.6297
S 2.5732 -0.7779 -0.3714
```

Calculated values
SMILES string: O=C1ONC(=S)C1=O
HOMO level (eV): -9.35


One value per record, in order, for energy above the lowest of the compared OMol25 structures with the same formula, charge and spin: 0.7579 1.6774 5.0294 3.4152 eV.
One value per record, in order, for energy: -8709.5870 -8706.6981 -21589.2393 -21591.4868 eV.